1.
2 unconnected molecules or ions with the total composition C2H10N2O in a non-equilibrium geometry, computed with ωB97M-V with the def2-TZVPD basis set.

```
15
Properties=species:S:1:pos:R:3:forces:R:3
N -0.4721 -0.5624 2.1992 -0.8565 -1.6597 -0.8806
C -0.7164 -0.9295 0.7399 -3.5301 2.9620 1.8308
C -0.5150 0.2822 -0.1944 -2.9592 -1.4222 -1.2112
N -0.7456 0.1443 -1.6534 1.0224 -0.2367 -0.6751
H -0.2701 -1.4460 2.7029 -0.2791 0.8709 -0.3794
H 0.3313 -0.0001 2.3196 1.0729 0.7216 -0.0610
H -1.8539 -1.1175 0.7222 1.7486 -0.3247 -0.2526
H -0.1743 -1.7502 0.4919 1.5401 -2.4881 -1.1458
H -1.3151 0.9914 -0.0010 0.5698 0.4734 1.1483
H 0.4423 0.6423 -0.0190 1.4033 1.0475 0.3240
H 0.0282 0.0275 -2.2979 0.2783 -0.0129 0.6800
H -1.4752 -0.4285 -2.0418 -0.4478 -0.1623 0.8070
O 2.5729 1.7891 -0.8913 -4.5381 -3.6744 1.5069
H 2.4719 1.1540 -1.6194 1.1554 0.5988 -0.8248
H 1.6909 1.2035 -0.4576 3.8201 3.3068 -0.8662
```
Positions in Å, forces in eV/Å.

Output
HOMO level = -9.367 eV
SMILES = NCCN.O
Orbital gap = 10.1 eV
Net charge = 0
E_LUMO = 0.689 eV
Maximum force = 6.0 eV Å⁻¹

Atomic partial charges in e from the Mulliken method, atoms 1 to 8: number 1, N, carries -0.592; number 2, C, carries -0.494; number 3, C, carries 0.194; number 4, N, carries -0.488; number 5, H, carries 0.239; number 6, H, carries 0.219; number 7, H, carries 0.222; number 8, H, carries 0.366


2.
3 unconnected molecules or ions with the total composition C2H10N2O2 in a non-equilibrium geometry, computed with ωB97M-V with the def2-TZVPD basis set.

```
16
Properties=species:S:1:pos:R:3:forces:R:3
C -1.0891 -0.6837 -0.4999 2.6140 1.6348 3.8400
N 1.7120 -0.0783 0.1347 2.2552 1.5926 -0.5897
C 0.6594 0.7892 0.4989 0.8141 -0.6390 2.0126
N -0.5713 0.1339 0.7927 -0.0320 0.2343 -3.3125
H -1.9249 -0.2545 -0.8971 -2.4762 1.2941 -0.4699
H -0.2828 -0.5605 -1.1830 0.4945 -0.9077 -0.5374
H -1.1844 -1.5681 0.0525 -0.1935 -2.0290 -0.8562
H 2.6418 0.3025 -0.1791 -1.8528 -0.1960 0.5460
H 0.9696 1.2685 1.4735 -0.3066 0.3593 -0.7645
H 0.5400 1.6053 -0.2713 -0.6928 -0.1062 0.4381
H 1.5455 -1.0290 -0.1766 -0.6144 -1.7780 -0.2506
H -1.2420 0.9059 0.9714 -0.4357 0.2722 0.0878
O 0.8970 -2.4897 -0.4374 0.7884 -1.7379 0.0870
H 1.2526 -3.4140 -0.3503 -0.3705 1.4665 -0.1016
H -2.2590 2.8738 -0.0373 -2.2185 2.1806 -0.2691
O -1.6644 2.1988 0.1083 2.2265 -1.6407 0.1400
```
Positions in Å, forces in eV/Å.

Output
Spin multiplicity = 2
HOMO level (alpha / beta) = -3.849 / -3.529 eV
Orbital gap (alpha / beta) = 7.9 / 5.1 eV
Net charge = -1
E_LUMO (alpha / beta) = 4.056 / 1.574 eV
Maximum force = 4.9 eV Å⁻¹

Atomic partial charges in e from the Mulliken method, atoms 1 to 8: number 1, C, carries -0.813; number 2, N, carries -0.281; number 3, C, carries -0.314; number 4, N, carries -0.293; number 5, H, carries 0.247; number 6, H, carries 0.361; number 7, H, carries 0.324; number 8, H, carries 0.170


3.
2 unconnected molecules or ions with the total composition C2H10N2O2 in a non-equilibrium geometry, computed with ωB97M-V with the def2-TZVPD basis set.

```
16
Properties=species:S:1:pos:R:3:forces:R:3
N -0.4111 2.1075 1.2959 -1.3773 -0.2738 0.5298
C 0.5927 1.8581 0.2907 -0.1455 0.2352 0.0141
O 0.1910 2.4302 -0.9326 0.0930 0.3941 0.1053
H -1.1337 2.7930 1.1222 0.1132 -0.2184 -0.7565
H -0.1607 2.2689 2.2493 0.8897 -0.2004 0.2558
H 0.6927 0.8073 0.0070 0.0548 -0.1155 0.5424
H 1.5415 2.2421 0.6889 0.2142 -0.0565 -0.4996
H -0.1823 3.2930 -0.7256 0.1465 0.1726 -0.2057
N 0.9290 -2.3662 -0.7310 -0.1364 0.4559 0.2869
C -0.3806 -2.3820 -0.1824 -0.2143 0.0842 0.2927
O -1.2441 -1.8138 -1.1283 -0.3860 0.0498 -0.8849
H 1.0273 -1.7755 -1.5341 0.3557 -0.1665 -0.0698
H 1.5965 -3.0632 -0.4805 0.0837 -0.1228 -0.3118
H -0.5040 -1.7603 0.7110 0.3239 -0.2085 0.4224
H -0.6980 -3.4056 0.0258 0.0613 -0.1510 0.2608
H -1.8561 -1.2334 -0.6764 -0.0766 0.1216 0.0181
```
Positions in Å, forces in eV/Å.

Output
HOMO level = -8.660 eV
SMILES = NCO.NCO
Orbital gap = 9.6 eV
Net charge = 0
E_LUMO = 0.894 eV
Maximum force = 1.5 eV Å⁻¹

Atomic partial charges in e from the Mulliken method, atoms 1 to 8: number 1, N, carries -0.543; number 2, C, carries 0.140; number 3, O, carries -0.517; number 4, H, carries 0.197; number 5, H, carries 0.204; number 6, H, carries 0.011; number 7, H, carries 0.225; number 8, H, carries 0.286


4.
2 unconnected molecules or ions with the total composition C2H10N2O2 in a non-equilibrium geometry, computed with ωB97M-V with the def2-TZVPD basis set.

```
16
Properties=species:S:1:pos:R:3:forces:R:3
N -2.8362 0.4409 0.2381 1.0729 0.7287 -0.4266
C -1.5552 -0.0991 -0.1990 -0.1005 -0.5459 -0.7037
O -1.0326 0.5953 -1.3169 -0.3454 0.8124 0.5379
H -3.2548 -0.2768 0.7941 -0.7324 -0.1465 0.1083
H -3.4098 0.7402 -0.5438 -0.0181 -0.4170 0.1289
H -1.6415 -1.1321 -0.5481 -0.1303 -0.3619 0.3148
H -0.8815 -0.0902 0.6579 0.0980 0.1536 0.0208
H -0.1001 0.3567 -1.3861 -0.0906 -0.2534 -0.0274
N 2.1948 1.0327 0.4949 -0.7791 0.4357 0.0269
C 1.8132 -0.3110 0.6049 -0.1538 -0.7623 -0.8897
O 1.2746 -0.9440 -0.6422 0.8039 0.4472 0.9874
H 1.3808 1.6302 0.3952 0.1677 0.0770 0.0171
H 2.8424 1.2386 -0.2411 0.3376 -0.1178 -0.2951
H 1.0015 -0.3891 1.3203 0.2290 -0.0587 0.4184
H 2.6738 -0.9329 0.8497 -0.0125 0.1042 0.4088
H 1.5305 -1.8593 -0.4780 -0.3463 -0.0952 -0.6270
```
Positions in Å, forces in eV/Å.

Output
HOMO level = -8.915 eV
SMILES = NCO.NCO
Orbital gap = 9.7 eV
Net charge = 0
E_LUMO = 0.738 eV
Maximum force = 1.4 eV Å⁻¹

Atomic partial charges in e from the Mulliken method, atoms 1 to 8: number 1, N, carries -0.608; number 2, C, carries 0.102; number 3, O, carries -0.544; number 4, H, carries 0.238; number 5, H, carries 0.207; number 6, H, carries 0.209; number 7, H, carries 0.071; number 8, H, carries 0.345


5.
3 unconnected molecules or ions with the total composition C2H10N2O2 in a non-equilibrium geometry, computed with ωB97M-V with the def2-TZVPD basis set.

```
16
Properties=species:S:1:pos:R:3:forces:R:3
C 1.8068 0.2924 0.6167 0.0355 -0.2043 -0.3579
C -0.9925 -0.8091 0.2019 -2.0007 0.8654 0.3967
N 1.0947 -0.4389 -0.4173 0.5217 0.4379 -0.3802
O 1.8837 -1.5132 -0.9155 -0.2185 0.3500 0.0810
H 1.3851 -2.3075 -0.6743 -0.0055 0.1077 -0.0154
H 1.1682 1.1320 0.8840 0.0695 0.0292 0.0373
H 2.7827 0.6387 0.2658 0.0179 0.0495 0.1033
H 1.9466 -0.3598 1.4794 -0.0102 0.0304 0.0302
H -1.7413 -0.4586 0.9071 -0.3257 -0.0879 -0.2014
H -1.4303 -1.1794 -0.7182 0.0777 0.0418 0.0490
H -0.4111 -1.5769 0.7155 0.4694 0.4412 -0.2065
N -2.3082 1.4334 -0.1691 0.2290 -0.2401 0.0472
O -0.9884 1.0269 -0.3523 0.4131 -1.3191 0.4160
H 0.8218 0.1655 -1.1893 0.3894 -0.2069 -0.0099
H -2.7006 1.7014 -1.0701 0.1962 -0.1291 0.0875
H -2.3170 2.2530 0.4359 0.1412 -0.1655 -0.0769
```
Positions in Å, forces in eV/Å.

Output
HOMO level = -8.085 eV
Orbital gap = 8.9 eV
Net charge = 0
E_LUMO = 0.778 eV
Maximum force = 2.2 eV Å⁻¹

Atomic partial charges in e from the Mulliken method, atoms 1 to 8: number 1, C, carries -0.724; number 2, C, carries -0.625; number 3, N, carries -0.121; number 4, O, carries -0.457; number 5, H, carries 0.314; number 6, H, carries 0.261; number 7, H, carries 0.313; number 8, H, carries 0.275


6.
3 unconnected molecules or ions with the total composition C2H10N2O2 in a non-equilibrium geometry, computed with ωB97M-V with the def2-TZVPD basis set.

```
16
Properties=species:S:1:pos:R:3:forces:R:3
N -0.3322 1.9746 -0.4416 -3.5331 -3.8229 -0.0040
C 0.1155 0.7206 -0.8542 1.4554 -0.5708 -1.9449
C -0.6907 -0.2605 -1.2776 -4.1571 0.4719 1.2482
N -0.4846 -1.4889 -1.8363 2.2581 -0.9564 -0.9842
H -1.2613 2.2367 -0.7001 -0.0145 0.3053 -0.0322
H 0.3102 2.6183 -0.3242 3.3878 3.9065 0.5637
H 1.2099 0.7114 -1.1673 -1.2627 -0.2368 0.7178
H -1.8393 -0.1881 -1.1317 1.8976 0.6631 0.2608
H -1.1907 -2.1590 -2.1173 -0.0751 0.8912 0.3736
H 0.2995 -1.4692 -2.4658 0.1112 -0.5978 -0.1568
O -0.8687 -0.0652 3.4171 1.9356 0.3572 -2.5827
H -0.5329 -0.5811 2.5949 -0.9305 1.0001 2.1065
H -0.3655 0.7927 3.2816 -1.0014 -1.3979 0.4460
O 1.8637 -1.1166 1.3614 1.6166 -2.4126 -0.0730
H 1.4625 -0.3237 1.1266 -1.2611 2.2880 -0.7150
H 2.3045 -1.4020 0.5345 -0.4269 0.1119 0.7763
```
Positions in Å, forces in eV/Å.

Output
HOMO level = -7.339 eV
SMILES = N/C=C/N.O.O
Orbital gap = 8.1 eV
Net charge = 0
E_LUMO = 0.799 eV
Maximum force = 5.2 eV Å⁻¹

Atomic partial charges in e from the Mulliken method, atoms 1 to 8: number 1, N, carries -0.454; number 2, C, carries -0.433; number 3, C, carries 0.197; number 4, N, carries -0.476; number 5, H, carries 0.146; number 6, H, carries 0.169; number 7, H, carries 0.302; number 8, H, carries 0.178


7.
2 unconnected molecules or ions with the total composition C2H10N2O2 in a non-equilibrium geometry, computed with ωB97M-V with the def2-TZVPD basis set.

```
16
Properties=species:S:1:pos:R:3:forces:R:3
C -0.2001 1.3902 -0.9117 -0.4069 0.0236 0.1220
C 0.4386 0.1687 -0.2388 -0.0519 1.6929 -0.4871
N 1.8565 0.3702 -0.0223 0.6569 0.7412 1.4246
N 0.3610 -0.9675 -1.1157 -0.9562 -1.0484 0.4452
H 0.2451 1.5950 -1.8918 -0.1098 -0.1445 0.0320
H -0.0526 2.2781 -0.2896 0.0545 -0.1065 -0.0348
H -1.2805 1.2374 -0.9968 0.1304 0.0478 -0.2524
H -0.1673 0.1957 0.7685 1.9937 -0.4166 -1.8290
H 2.0055 1.1293 0.6389 0.1216 -0.0720 0.0939
H 2.2965 0.6922 -0.8819 -0.1763 -0.1909 -0.0306
H 0.7766 -0.7504 -2.0156 -0.2299 0.2880 0.0404
H 0.9524 -1.7023 -0.7350 -0.1654 0.0106 0.0144
O -1.8676 -0.7584 1.5095 3.5471 -1.0924 -0.3117
O -1.8217 -1.9645 2.3307 -0.1000 -0.1078 0.1657
H -0.8080 -0.8089 1.2227 -4.4271 -0.0920 0.9767
H -2.7346 -2.1047 2.6290 0.1194 0.4669 -0.3690
```
Positions in Å, forces in eV/Å.

Output
HOMO level = -9.482 eV
SMILES = CC(N)N.OO
Orbital gap = 10.4 eV
Net charge = 0
E_LUMO = 0.956 eV
Maximum force = 4.5 eV Å⁻¹

Atomic partial charges in e from the Mulliken method, atoms 1 to 8: number 1, C, carries -1.293; number 2, C, carries 0.396; number 3, N, carries -0.678; number 4, N, carries -0.653; number 5, H, carries 0.336; number 6, H, carries 0.366; number 7, H, carries 0.304; number 8, H, carries 0.160


8.
3 unconnected molecules or ions with the total composition C2H10N2O2 in a non-equilibrium geometry, computed with ωB97M-V with the def2-TZVPD basis set.

```
16
Properties=species:S:1:pos:R:3:forces:R:3
H 0.8601 -1.5007 1.0499 0.1072 -0.4111 -0.7122
N 1.4559 -0.6905 0.9203 -0.4259 -0.0009 0.3076
C 0.6973 0.3239 0.9768 0.1190 1.0608 1.7893
N 1.2322 1.5687 1.3365 -0.3154 -0.0889 -0.9189
C 0.3576 2.6988 1.6615 -0.1026 -1.2717 -0.0111
H -0.4017 0.3017 1.0661 0.0477 -0.1365 -0.5964
H 1.9317 1.3845 2.0218 0.7617 0.2359 0.1492
H 0.9168 3.6101 1.8423 0.1351 -0.0391 -0.1131
H -0.3293 2.8504 0.8335 -0.0405 0.2919 0.0442
H -0.2225 2.4353 2.5466 -0.2764 0.3885 0.1745
O -0.3592 2.3393 -1.8909 0.0896 0.0822 0.2033
H -0.5933 2.1695 -0.9673 -0.0527 -0.0720 -0.5184
H -1.0808 2.0149 -2.4380 -0.0470 -0.0413 0.2005
O -2.2943 -5.6727 -2.1315 -0.4210 -0.2405 0.6255
H -3.1823 -5.4139 -2.3692 -0.5835 -0.0340 0.2252
H -1.8180 -5.3628 -2.8819 1.0048 0.2766 -0.8492
```
Positions in Å, forces in eV/Å.

Output
HOMO level = -9.067 eV
SMILES = [H]/N=C/NC.O.O
Orbital gap = 9.8 eV
Net charge = 0
E_LUMO = 0.688 eV
Maximum force = 2.1 eV Å⁻¹

Atomic partial charges in e from the Mulliken method, atoms 1 to 8: number 1, H, carries 0.253; number 2, N, carries -0.673; number 3, C, carries 0.122; number 4, N, carries -0.337; number 5, C, carries -0.723; number 6, H, carries 0.304; number 7, H, carries 0.259; number 8, H, carries 0.265


9.
3 unconnected molecules or ions with the total composition C2H10N2O2 in a non-equilibrium geometry, computed with ωB97M-V with the def2-TZVPD basis set.

```
16
Properties=species:S:1:pos:R:3:forces:R:3
N 1.2797 -0.1869 -1.9527 -0.5868 0.5009 0.1346
C 0.9122 0.6233 -0.8339 -0.3191 -0.3507 -0.1142
C -0.3430 0.8623 -0.4502 1.4622 0.1334 -0.3107
N -0.6588 1.6787 0.6607 -0.4225 -0.8842 0.1175
H 0.5477 -0.1049 -2.6573 0.0814 -0.3062 0.1452
H 2.0790 0.2425 -2.3847 0.4989 -0.1080 -0.1236
H 1.7399 0.9812 -0.2351 0.1038 0.1285 -0.0706
H -1.1240 0.3737 -1.0202 -0.4382 0.3587 0.1631
H 0.1032 2.2456 0.9967 0.1196 -0.0456 -0.1184
H -1.4442 2.2515 0.4534 -0.5518 0.5675 0.0596
O 1.2158 -1.8280 1.8351 -1.0152 0.3816 -0.4838
H 1.3482 -1.0581 2.3979 0.0432 -0.0645 0.0327
H 0.3429 -1.6385 1.4102 0.8959 -0.3179 0.4977
O -2.1080 -1.6486 0.9481 -0.0036 1.0392 0.5042
H -1.8832 -2.0759 0.1394 0.2178 -0.9334 -0.9414
H -2.0073 -0.7179 0.6927 -0.0856 -0.0993 0.5081
```
Positions in Å, forces in eV/Å.

Output
HOMO level = -7.860 eV
SMILES = N/C=C/N.O.O
Orbital gap = 8.6 eV
Net charge = 0
E_LUMO = 0.775 eV
Maximum force = 1.5 eV Å⁻¹

Atomic partial charges in e from the Mulliken method, atoms 1 to 8: number 1, N, carries -0.602; number 2, C, carries -0.159; number 3, C, carries -0.332; number 4, N, carries -0.519; number 5, H, carries 0.249; number 6, H, carries 0.250; number 7, H, carries 0.283; number 8, H, carries 0.423


10.
2 unconnected molecules or ions with the total composition C2H10N2O2 in a non-equilibrium geometry, computed with ωB97M-V with the def2-TZVPD basis set.

```
16
Properties=species:S:1:pos:R:3:forces:R:3
N 1.1021 -1.0614 0.9179 0.3233 0.4579 0.5873
C 1.9013 0.1201 1.1882 -0.5575 0.1076 -0.7352
O 1.9856 0.4844 2.5477 0.5118 -0.0157 0.5394
H 1.6483 -1.7970 1.3447 -0.4811 -0.5626 0.1613
H 0.2356 -0.9405 1.4464 0.1290 -0.4541 -0.2504
H 2.9128 -0.1157 0.8697 0.1357 0.2676 0.0199
H 1.5025 0.9415 0.5865 0.0838 0.0290 0.0417
H 1.1213 0.6402 2.9388 -0.1080 0.0416 -0.2783
N -2.5088 -0.0936 -1.7193 -0.1348 -0.2021 -0.0270
C -1.4684 0.4803 -0.9300 0.7246 -0.1667 -0.9050
O -0.1512 0.4642 -1.5258 -0.0805 0.3654 -0.0978
H -2.2252 -0.9828 -2.1072 -0.1927 -0.1235 0.0594
H -2.8788 0.4945 -2.4509 0.2276 0.1171 -0.0235
H -1.6846 1.5326 -0.7718 -0.1806 -0.0026 0.4078
H -1.3705 -0.0911 -0.0114 -0.1428 0.1428 0.2711
H -0.1218 -0.0758 -2.3234 -0.2578 -0.0017 0.2294
```
Positions in Å, forces in eV/Å.

Output
HOMO level = -9.691 eV
SMILES = NCO.NCO
Orbital gap = 10.6 eV
Net charge = 0
E_LUMO = 0.913 eV
Maximum force = 1.2 eV Å⁻¹

Atomic partial charges in e from the Mulliken method, atoms 1 to 8: number 1, N, carries -0.505; number 2, C, carries -0.300; number 3, O, carries -0.541; number 4, H, carries 0.271; number 5, H, carries 0.182; number 6, H, carries 0.311; number 7, H, carries 0.271; number 8, H, carries 0.300


Result set for ΔE to the lowest compared entry with this formula, charge and spin: 204.4, 308.6, 146.2, 99.6, 658.9, 186.1, 407.7, 118.9, 98.6, 95.7 kJ/mol, one per record in the order listed.